--- 1 ---
The following is a quantum chemistry calculation of a 2-piece molecular cluster, C5H14N4 overall, from the Open Molecules 2025 dataset.

XYZ file:
```
23
Properties=species:S:1:pos:R:3:nbo_charge:R:1
C -0.6757 -1.0025 1.1994 -0.05
C -1.4536 -0.5965 -1.0983 -0.43
N -0.9054 0.0143 0.0982 -0.30
N -1.7194 1.0531 0.6195 -0.68
N -0.0269 -0.4620 2.3385 -0.86
H -2.6731 0.7161 0.7974 0.32
H -1.7762 1.7999 -0.0665 0.35
H 0.7849 0.2028 2.0029 0.40
H -0.6708 0.1735 2.8021 0.35
H -0.0514 -1.7728 0.7384 0.18
H -1.6535 -1.4345 1.4772 0.15
H -0.7498 -1.3398 -1.4689 0.21
H -1.5974 0.1692 -1.8640 0.19
H -2.4213 -1.0881 -0.9089 0.16
C 1.4202 1.0618 -0.2185 0.15
C 1.9937 -0.1815 -0.7093 -0.25
C 1.9645 -0.5374 -1.9884 -0.35
N 1.6394 1.3995 0.9986 -0.67
H 1.2848 2.3172 1.2529 0.35
H 1.0114 1.7327 -0.9836 0.16
H 2.4182 -0.8277 0.0473 0.22
H 2.3501 -1.4867 -2.3264 0.20
H 1.5075 0.0895 -2.7395 0.19
```

Summary:
HOMO-LUMO gap   9.27 eV
LUMO energy   0.7 eV

--- 2 ---
The following is a quantum chemistry calculation of one molecule with the formula C5H14N4, from the Open Molecules 2025 dataset.

XYZ file:
```
23
Properties=species:S:1:pos:R:3:nbo_charge:R:1
C 0.0084 -0.5748 0.5282 -0.07
C 2.0974 -0.4624 -0.8874 -0.43
C 2.2899 -0.0212 1.4661 -0.41
C -1.7879 1.7597 0.3312 -0.70
N -0.6250 -0.2035 -0.7128 -0.31
N 1.5782 -0.7315 0.4286 -0.45
C -1.8865 0.3487 -0.1959 0.44
N -0.7522 -1.2966 -1.5809 -0.65
N -2.9512 -0.2685 -0.4919 -0.70
H -1.2794 -2.0669 -1.1623 0.35
H -1.2875 -0.9890 -2.3883 0.37
H -3.7981 0.2808 -0.3903 0.35
H -0.1031 0.1570 1.3245 0.20
H -0.3057 -1.5860 0.8250 0.18
H 2.2421 1.0762 1.3563 0.15
H 1.7620 0.5230 -1.2615 0.16
H 1.7000 -1.2009 -1.5824 0.22
H 3.1880 -0.4776 -0.8926 0.19
H 1.8845 -0.2934 2.4407 0.19
H 3.3440 -0.3097 1.4448 0.20
H -0.7786 2.1481 0.2209 0.23
H -2.0544 1.7852 1.3923 0.23
H -2.4851 2.4036 -0.2124 0.24
```

Summary:
HOMO-LUMO gap   8.93 eV
LUMO energy   0.9 eV

--- 3 ---
The following is a quantum chemistry calculation of one molecule with the formula C5H14N4, from the Open Molecules 2025 dataset.

XYZ file:
```
23
Properties=species:S:1:pos:R:3:nbo_charge:R:1
C -2.0320 -1.3263 -0.2068 -0.42
C 0.6395 -0.6115 -1.3382 -0.69
N -1.1354 -0.4458 0.5452 -0.66
C 0.5064 -0.6916 0.1660 0.33
C 1.1258 -1.7009 0.8560 -0.83
H -1.1874 -0.6762 1.5340 0.39
H -2.1273 -0.9544 -1.2247 0.21
H -1.6163 -2.3373 -0.2243 0.22
H -3.0202 -1.3485 0.2525 0.21
H 1.6806 -0.4362 -1.6080 0.24
H 0.3279 -1.5501 -1.7945 0.23
H 0.0443 0.2017 -1.7520 0.23
H 1.6551 -2.4742 0.3225 0.22
H 1.0841 -1.7629 1.9363 0.20
C 0.4178 2.1451 0.0855 0.56
N -0.8992 2.1182 0.2007 -0.94
N 0.9988 0.8833 0.7425 -0.68
N 1.2023 2.9446 -0.5414 -0.80
H -1.3215 0.6847 0.4129 0.46
H -1.3125 2.9004 -0.2928 0.38
H 0.7731 0.8858 1.7358 0.40
H 2.0098 0.8418 0.6552 0.41
H 2.1864 2.7105 -0.4625 0.33
```

Summary:
HOMO-LUMO gap   7.95 eV
LUMO energy   0.7 eV

Verdict on stability: 2 comes out on top.

--- 1 ---
The following is a quantum chemistry calculation of a 4-piece molecular cluster, C3H14O4 overall, from the Open Molecules 2025 dataset.

XYZ file:
```
21
Properties=species:S:1:pos:R:3:nbo_charge:R:1
C -0.7231 -0.1322 -1.0647 -0.07
O 0.6623 -0.2695 -0.9010 -0.78
C -1.1986 -1.6074 -1.1055 -0.42
C -2.8042 -1.4107 -1.0268 -0.59
H -1.1393 0.3579 -0.1769 0.16
H -0.9483 0.3926 -2.0670 0.19
H 0.8727 -0.8789 -0.2219 0.50
H -0.8696 -2.1955 -1.9735 0.21
H -0.9316 -2.2014 -0.2909 0.20
H -3.2348 -1.3178 -1.8791 0.19
H -3.2006 -2.4798 -0.7300 0.20
H -3.0666 -0.6180 -0.2964 0.20
H 0.1749 1.8296 2.6779 0.47
H 0.9990 1.9024 1.4068 0.50
O 1.0080 1.5903 2.3095 -0.98
H 1.0603 1.5166 -0.6003 0.49
H 1.7443 2.8834 -0.7084 0.48
O 1.1292 2.3326 -0.2606 -0.96
H 2.2368 -1.3880 1.5672 0.48
H 1.3618 -0.0879 1.6883 0.51
O 1.3625 -1.0051 1.4504 -0.98
```

Summary:
HOMO-LUMO gap   10.61 eV
LUMO energy   0.8 eV

--- 2 ---
The following is a quantum chemistry calculation of a 4-piece molecular cluster, C3H14O4 overall, from the Open Molecules 2025 dataset.

XYZ file:
```
21
Properties=species:S:1:pos:R:3:nbo_charge:R:1
C 0.6698 -0.0438 1.0223 -0.64
C 1.7655 0.4696 -0.0177 0.11
C 2.9060 -0.5932 -0.0150 -0.64
O 1.1872 0.3872 -1.4815 -0.77
H 1.2325 -0.5575 1.9057 0.21
H 0.2159 0.8658 1.3634 0.21
H -0.1414 -0.7208 0.5016 0.22
H 2.1460 1.5070 0.2201 0.18
H 2.5812 -1.5846 -0.2508 0.22
H 3.8651 -0.2562 -0.4977 0.22
H 2.8680 -0.7162 1.0469 0.20
H 1.4972 1.0993 -2.0817 0.47
H -4.4894 2.4928 3.3346 0.47
H -5.8799 2.0737 3.8315 0.47
O -5.4524 2.5172 3.1312 -0.94
H 1.5759 -1.5752 -3.8704 0.46
H 0.6411 -2.3850 -3.1002 0.46
O 0.6561 -1.5507 -3.6003 -0.91
H -1.8854 -0.3771 -0.2773 0.46
H -3.3542 -0.2713 -0.3788 0.46
O -2.6047 -0.7810 -0.7861 -0.92
```

Summary:
HOMO-LUMO gap   10.41 eV
LUMO energy   0.5 eV

Verdict on stability: 1 comes out on top.

--- 1 ---
The following is a quantum chemistry calculation of one molecule with the formula C9H10N2, from the Open Molecules 2025 dataset.

XYZ file:
```
21
Properties=species:S:1:pos:R:3:nbo_charge:R:1
C 2.5518 0.9494 0.4398 0.28
C -0.1156 2.1013 -0.7852 -0.18
C 0.9255 1.4255 -1.1776 -0.17
C 1.6325 -1.9315 -0.7774 0.12
C -1.0111 1.4991 0.2374 -0.43
C 0.6731 -1.9870 0.3786 -0.48
C -0.8773 0.0001 0.2684 -0.39
C 0.4802 -0.4991 0.7228 -0.21
C 1.5599 0.2313 -0.1708 -0.07
N 3.3251 1.6150 0.9272 -0.29
N 2.0459 -0.7990 -1.1002 -0.36
H -0.3849 3.0841 -1.1705 0.22
H 1.6664 1.8597 -1.9562 0.23
H 2.0726 -2.7571 -1.2820 0.20
H -0.6659 2.0694 1.1738 0.21
H -1.9380 1.6917 -0.0453 0.21
H -0.2799 -2.3641 0.0600 0.23
H 1.0949 -2.6098 1.2414 0.24
H -1.6722 -0.3691 1.0041 0.21
H -1.1367 -0.2659 -0.6832 0.21
H 0.7154 -0.1318 1.7524 0.23
```

Summary:
HOMO-LUMO gap   10.66 eV
LUMO energy   0.8 eV

--- 2 ---
The following is a quantum chemistry calculation of one molecule with the formula C9H10N2, from the Open Molecules 2025 dataset.

XYZ file:
```
21
Properties=species:S:1:pos:R:3:nbo_charge:R:1
C 0.6815 2.0787 -0.3157 0.30
C -1.8813 -0.7262 -0.2606 -0.32
C -3.2444 -0.4656 -0.1677 -0.06
C -2.1436 1.4146 0.2414 -0.07
C -1.2407 0.4827 -0.1193 -0.08
C 0.9614 -0.2901 -1.1587 -0.38
C 1.3190 -0.3856 0.3763 -0.16
C 0.3179 0.6576 -0.2050 -0.18
C 2.6898 0.1661 0.7468 -0.62
N 1.2559 3.0949 -0.1909 -0.33
N -3.3797 0.8435 0.2031 -0.49
H -1.3788 -1.5766 -0.7757 0.22
H -4.0862 -1.0909 -0.1163 0.21
H -2.0562 2.4027 0.5534 0.21
H 1.7909 0.2301 -1.6912 0.22
H 0.3890 -0.9695 -1.6802 0.22
H 0.8427 -1.1387 0.8738 0.22
H 3.0962 0.6509 -0.1601 0.22
H 3.3593 -0.6865 1.0218 0.22
H 2.5955 0.8185 1.6417 0.23
H -4.2372 1.2741 0.6417 0.42
```

Summary:
HOMO-LUMO gap   9.32 eV
LUMO energy   0.8 eV

Verdict on stability: 2 comes out on top.